{"formula": "C4H9NO2", "method": "the ωB97M-V functional and the def2-TZVPD basis", "symbols": ["N", "C", "O", "C", "C", "C", "O", "H", "H", "H", "H", "H", "H", "H", "H", "H"], "coordinates": [[1.664, -2.406, 1.622], [1.053, -1.435, 0.937], [0.769, -0.454, 1.808], [0.333, 1.964, -0.161], [-0.838, 1.358, -0.353], [-1.066, 0.263, -1.355], [-2.215, 0.623, -2.104], [1.860, -2.357, 2.621], [1.959, -3.231, 1.127], [0.454, 2.752, 0.579], [1.215, 1.687, -0.739], [0.353, 0.250, 1.284], [-1.715, 1.650, 0.227], [-0.174, 0.149, -1.989], [-1.208, -0.694, -0.829], [-2.445, -0.118, -2.676]], "forces_ev_per_a": [[-0.081, 0.030, -0.269], [0.277, -0.261, 0.605], [-0.045, -0.091, -0.301], [-0.144, -0.049, -0.041], [0.176, 0.095, 0.031], [0.353, -0.030, 0.253], [-0.145, -0.178, -0.235], [-0.095, 0.108, -0.200], [-0.061, 0.134, 0.068], [-0.040, -0.136, -0.108], [-0.187, 0.050, 0.087], [0.047, 0.020, 0.145], [0.159, -0.029, -0.113], [-0.182, 0.042, 0.079], [-0.026, 0.171, -0.074], [-0.007, 0.124, 0.073]], "mulliken_charge": [-0.17, -0.34, -0.40, -0.72, -0.20, -0.16, -0.52, 0.20, 0.26, 0.30, 0.26, 0.42, 0.28, 0.26, 0.24, 0.30], "total_charge": 0, "relative_energy_ev": 3.256, "max_force_ha_per_bohr": 0.014, "homo_ev": -8.741, "homo_lumo_gap_ev": 9.7}